## 1
Density functional theory data (the ωB97M-V functional and the def2-TZVPD basis) for a molecular structure, C3H10NS.

Computed properties:
HOMO-LUMO gap = 10.283 eV
lowest unoccupied orbital energy = -4.1 eV

Geometry as ORCA input:
```
! wB97M-V def2-TZVPD RIJCOSX def2/J DEFGRID3
* xyz 1 1
C 0.421 1.423 -0.178
C 0.783 -0.826 0.984
C 0.295 -0.056 -0.174
N -1.642 -0.220 -0.221
S 0.684 -0.597 -1.757
H -0.070 1.971 0.767
H 1.550 1.716 0.040
H 0.143 1.884 -1.089
H -0.053 -1.613 1.273
H 1.755 -1.342 0.754
H 0.916 -0.112 1.820
H -2.006 -0.082 -1.138
H -2.156 -0.998 0.234
H -1.889 0.572 0.295
H 1.268 -1.721 -1.610
*
```

Atomic partial charges in e from the Mulliken method, atoms 1 to 8:
1 C -1.53
2 C -1.15
3 C 1.00
4 N -0.58
5 S -0.11
6 H 0.37
7 H 0.34
8 H 0.53

=====

## 2
Density functional theory data (the ωB97M-V functional and the def2-TZVPD basis) for a gas-phase ion, C3H10NS (charge +1).

Computed properties:
HOMO-LUMO gap = 9.839 eV
lowest unoccupied orbital energy = -3.7 eV
SMILES = C[C@H]([NH3+])CS

Geometry as ORCA input:
```
! wB97M-V def2-TZVPD RIJCOSX def2/J DEFGRID3
* xyz 1 1
C -1.799 -0.816 1.150
C -0.708 -0.560 0.123
N 0.400 -1.596 0.245
C -0.115 0.806 0.266
S 1.199 1.239 -0.897
H -2.707 -0.295 0.847
H -1.576 -0.497 2.165
H -2.078 -1.875 1.129
H -1.152 -0.710 -0.860
H 0.948 -1.800 -0.602
H 1.153 -1.287 0.865
H 0.086 -2.539 0.484
H -0.911 1.551 0.219
H 0.333 0.965 1.251
H 0.722 0.912 -2.094
*
```

Atomic partial charges in e from the Mulliken method, atoms 1 to 8:
1 C -1.41
2 C 0.35
3 N -0.31
4 C -0.91
5 S -0.18
6 H 0.38
7 H 0.36
8 H 0.41

=====

Relative to the most stable one, in kJ/mol, the structures come out at 1 129.5; 2 0.0.

=====

## 1
Density functional theory data (the ωB97M-V functional and the def2-TZVPD basis) for 2 unconnected molecules or ions with the total composition C3H10NS.

Computed properties:
HOMO-LUMO gap = 7.926 eV
lowest unoccupied orbital energy = -5.3 eV

Geometry as ORCA input:
```
! wB97M-V def2-TZVPD RIJCOSX def2/J DEFGRID3
* xyz 1 1
C 2.898 -0.831 -0.465
N 1.784 -1.158 0.043
H 3.817 -1.253 -0.072
H 2.976 -0.202 -1.345
H 0.857 -0.793 -0.299
H 1.803 -1.574 0.974
C -1.945 -0.704 0.919
C -1.892 0.748 0.475
S -0.340 0.958 -0.540
H -2.694 -0.796 1.713
H -2.331 -1.450 0.220
H -0.983 -1.045 1.300
H -1.728 1.374 1.347
H -2.738 1.084 -0.112
H -0.173 2.286 -0.405
*
```

Atomic partial charges in e from the Mulliken method, atoms 1 to 8:
1 C -0.02
2 N -0.02
3 H 0.26
4 H 0.27
5 H 0.14
6 H 0.30
7 C -1.22
8 C -0.17

=====

## 2
Density functional theory data (the ωB97M-V functional and the def2-TZVPD basis) for 2 unconnected molecules or ions with the total composition C3H10NS.

Computed properties:
HOMO-LUMO gap = 7.769 eV
lowest unoccupied orbital energy = -5.4 eV

Geometry as ORCA input:
```
! wB97M-V def2-TZVPD RIJCOSX def2/J DEFGRID3
* xyz 1 1
C -1.769 -1.921 -1.642
N -1.838 -1.354 -0.493
H -2.591 -2.446 -2.279
H -0.866 -1.768 -2.137
H -1.108 -0.488 -0.230
H -2.604 -1.488 0.185
C 2.016 0.260 0.697
C 0.977 1.322 1.120
S -0.394 1.529 -0.088
H 2.561 -0.133 1.549
H 2.735 0.673 -0.053
H 1.293 -0.479 0.149
H 0.625 1.062 2.145
H 1.410 2.310 1.222
H -0.446 2.922 -0.144
*
```

Atomic partial charges in e from the Mulliken method, atoms 1 to 8:
1 C 0.02
2 N -0.10
3 H 0.27
4 H 0.29
5 H 0.06
6 H 0.29
7 C -0.60
8 C -0.53

=====

Relative to the most stable one, in kJ/mol, the structures come out at 1 0.0; 2 84.7.

=====

## 1
Density functional theory data (the ωB97M-V functional and the def2-TZVPD basis) for 2 unconnected molecules or ions with the total composition C3H6O5.

Computed properties:
HOMO-LUMO gap = 11.133 eV
lowest unoccupied orbital energy = 0.3 eV
SMILES = O=COCC(=O)O.O

Geometry as ORCA input:
```
! wB97M-V def2-TZVPD RIJCOSX def2/J DEFGRID3
* xyz 0 1
O -1.568 -0.283 -1.563
C -1.048 0.316 -0.648
O -0.676 -0.239 0.464
C -0.914 -1.643 0.789
C -0.013 -2.646 0.024
O -0.441 -3.656 -0.496
O 1.317 -2.371 0.098
H -0.781 1.390 -0.580
H -0.763 -1.865 1.863
H -1.988 -1.789 0.563
H 1.542 -1.416 0.271
O 2.069 4.473 -0.353
H 1.339 4.789 -0.934
H 1.924 4.939 0.502
*
```

Atomic partial charges in e from the Mulliken method, atoms 1 to 8:
1 O -0.50
2 C 0.23
3 O -0.35
4 C -0.32
5 C 0.63
6 O -0.51
7 O -0.47
8 H 0.34

=====

## 2
Density functional theory data (the ωB97M-V functional and the def2-TZVPD basis) for 2 unconnected molecules or ions with the total composition C3H6O5.

Computed properties:
HOMO-LUMO gap = 11.781 eV
lowest unoccupied orbital energy = 0.5 eV
SMILES = O=COCOC=O.O

Geometry as ORCA input:
```
! wB97M-V def2-TZVPD RIJCOSX def2/J DEFGRID3
* xyz 0 1
O 0.000 0.000 0.000
C -0.766 0.611 0.785
O -1.715 -0.020 1.618
C -1.558 -1.390 1.708
O -2.483 -1.954 2.519
C -3.484 -2.665 1.881
O -3.717 -2.635 0.664
H -0.779 1.699 0.993
H -1.651 -1.909 0.735
H -0.530 -1.559 2.082
H -3.965 -3.385 2.573
O -2.511 4.171 1.911
H -1.801 3.839 2.506
H -3.244 3.524 2.015
*
```

Atomic partial charges in e from the Mulliken method, atoms 1 to 8:
1 O -0.49
2 C 0.22
3 O -0.27
4 C -0.17
5 O -0.29
6 C 0.25
7 O -0.48
8 H 0.28

=====

Relative to the most stable one, in kJ/mol, the structures come out at 1 0.0; 2 52.6.

=====

## 1
Density functional theory data (the ωB97M-V functional and the def2-TZVPD basis) for 3 unconnected molecules or ions with the total composition C4H14NO3.

Computed properties:
HOMO-LUMO gap = 11.112 eV
lowest unoccupied orbital energy = -3.0 eV

Geometry as ORCA input:
```
! wB97M-V def2-TZVPD RIJCOSX def2/J DEFGRID3
* xyz 1 1
O 1.587 1.475 1.049
C 0.561 1.296 1.583
C -0.293 0.010 1.437
N -0.106 -0.515 0.024
C 0.974 -1.463 -0.217
C -1.762 0.176 1.753
H 0.119 2.092 2.227
H 0.031 -0.650 2.351
H -1.124 -0.870 -0.336
H 0.100 0.373 -0.591
H 1.225 -2.153 0.654
H 1.940 -1.088 -0.426
H 0.667 -2.058 -1.112
H -2.277 1.024 1.414
H -2.001 0.249 2.802
H -2.500 -0.630 1.462
H 0.314 1.694 -2.415
H 1.723 1.697 -1.728
O 0.771 1.451 -1.746
H -0.824 -1.863 -3.343
H -1.673 -2.765 -2.422
O -1.341 -1.872 -2.558
*
```

Atomic partial charges in e from the Mulliken method, atoms 1 to 8:
1 O -0.38
2 C -0.24
3 C 0.58
4 N -0.03
5 C -0.82
6 C -1.73
7 H 0.40
8 H 0.25

=====

## 2
Density functional theory data (the ωB97M-V functional and the def2-TZVPD basis) for 3 unconnected molecules or ions with the total composition C4H14NO3.

Computed properties:
HOMO-LUMO gap = 11.767 eV
lowest unoccupied orbital energy = -2.9 eV

Geometry as ORCA input:
```
! wB97M-V def2-TZVPD RIJCOSX def2/J DEFGRID3
* xyz 1 1
O 0.441 -1.846 -1.777
C -0.592 -1.668 -1.187
C -0.682 -0.735 -0.012
N 0.637 -0.112 0.177
C 1.193 -0.146 1.603
C 1.514 -1.559 1.981
H -1.465 -2.279 -1.462
H -1.428 0.025 -0.256
H -0.998 -1.233 0.901
H 0.748 0.814 -0.237
H 1.309 -0.610 -0.421
H 0.529 0.447 2.217
H 2.070 0.457 1.504
H 2.088 -2.092 1.237
H 0.681 -2.224 2.214
H 2.134 -1.571 2.866
H -1.150 2.314 -3.150
H -1.474 3.407 -2.184
O -1.042 2.545 -2.219
H -0.579 3.070 1.067
H -1.797 2.415 1.745
O -1.007 2.227 1.233
*
```

Atomic partial charges in e from the Mulliken method, atoms 1 to 8:
1 O -0.46
2 C 0.12
3 C -0.65
4 N -0.16
5 C -0.54
6 C -1.06
7 H 0.40
8 H 0.33

=====

Relative to the most stable one, in kJ/mol, the structures come out at 1 133.5; 2 0.0.